Entry 1:
{
  "formula": "C4H9NOS",
  "method": "ωB97M-V with the def2-TZVPD basis set",
  "elements": ["C", "C", "C", "C", "N", "O", "S", "H", "H", "H", "H", "H", "H", "H", "H", "H"],
  "positions_angstrom": [[0.5500, -0.6061, 0.5768], [1.7152, -1.1594, -0.2817], [-1.5106, 0.3929, 0.4645], [-2.6516, 1.0578, -0.2590], [-0.4528, 0.1582, -0.1666], [3.3123, 0.7238, 0.5024], [2.9191, 0.0529, -0.7084], [0.1262, -1.4496, 1.1670], [1.0827, 0.0583, 1.1260], [2.0480, -2.0255, 0.2393], [1.3583, -1.5260, -1.1779], [-1.6691, -0.0399, 1.4726], [-2.0991, 1.6037, -1.1140], [-3.3918, 1.6542, 0.2967], [-3.2537, 0.2817, -0.7649], [1.9170, 0.8230, -1.3729]],
  "atomic_forces_ev_per_a": [[-0.57, -1.87, -2.03], [-1.82, 0.31, 1.13], [-1.27, -0.48, 0.24], [0.73, 0.39, -1.72], [0.93, -0.42, 0.10], [0.71, 1.45, 2.21], [-0.59, -0.61, -2.57], [0.14, 0.73, -0.19], [1.09, 2.07, 2.71], [1.25, -0.40, 0.48], [-0.87, -0.76, -2.27], [-0.03, 0.35, -0.22], [-1.36, -0.37, 1.33], [0.78, 0.04, 0.01], [0.27, 0.09, 0.23], [0.60, -0.50, 0.55]],
  "energy_ha": -685.90131,
  "largest_force_ha_per_bohr": 0.070,
  "gap_ev": 10.1,
  "de_lowest_kcal_mol": 73.8,
  "e_homo_ev": -9.183,
  "multiplicity": 1
}

---

Entry 2:
{
  "formula": "C3H8NO",
  "method": "ωB97M-V with the def2-TZVPD basis set",
  "elements": ["C", "O", "C", "C", "N", "H", "H", "H", "H", "H", "H", "H", "H"],
  "positions_angstrom": [[-0.1247, 0.1341, -0.6644], [-1.3992, 0.5658, -0.4402], [1.5731, 0.1960, 0.0817], [0.4670, -0.1267, 0.8980], [2.2137, -0.8777, -0.4885], [-0.1490, -0.8664, -1.0485], [0.2010, 0.7560, -1.5127], [1.9545, 1.2184, -0.0150], [-4.0879, 0.3196, 0.8357], [0.1498, 0.5297, 1.6843], [0.2909, -1.1723, 1.2221], [-4.2402, -0.0825, 0.2251], [3.1510, -0.5939, -0.7777]],
  "atomic_forces_ev_per_a": [[-4.95, -0.37, -1.06], [-0.11, 0.17, 0.85], [6.48, -3.71, -0.56], [-1.47, -0.22, -0.73], [-1.11, 3.14, 2.12], [0.39, -0.88, -0.02], [1.32, 0.29, 0.92], [-0.21, -0.21, 0.29], [-0.07, -0.11, -0.17], [-0.31, 0.89, -0.33], [0.39, 0.65, -0.88], [0.03, 0.11, 0.18], [-0.38, 0.24, -0.60]],
  "energy_ha": -248.86531,
  "largest_force_ha_per_bohr": 0.146,
  "gap_ev": [10.0, 7.4],
  "de_lowest_kcal_mol": 94.5,
  "e_homo_ev": [-9.185, -9.067],
  "multiplicity": 2,
  "s_squared": 0.76
}

---

Entry 3:
{
  "formula": "C24H14F2O16V4",
  "method": "ωB97M-V with the def2-TZVPD basis set",
  "elements": ["O", "V", "O", "O", "V", "O", "O", "V", "O", "O", "V", "O", "C", "C", "C", "O", "C", "C", "C", "O", "O", "O", "H", "H", "C", "C", "C", "O", "C", "C", "C", "O", "O", "O", "H", "H", "F", "C", "C", "C", "C", "C", "C", "H", "H", "H", "H", "H", "F", "C", "C", "C", "C", "C", "C", "H", "H", "H", "H", "H"],
  "positions_angstrom": [[3.0040, -0.8457, -3.8727], [2.3509, 0.4691, -3.2797], [1.2307, 0.9317, -4.2836], [-3.4455, 2.9200, 2.6037], [-2.0667, 2.4556, 3.1982], [-2.2915, 1.7952, 4.5643], [3.7850, 4.0026, -0.9574], [3.1537, 4.1341, -2.3824], [1.9921, 5.1780, -2.4520], [-0.3314, 6.4062, 0.6755], [-0.3139, 5.5364, 2.0134], [1.1870, 5.3760, 2.5060], [5.3859, 1.2271, -5.1310], [4.8256, 2.2035, -4.3738], [5.3558, 3.6227, -4.3671], [4.6143, 4.5240, -3.8021], [6.5942, 3.8547, -4.8871], [7.3344, 2.8089, -5.4880], [6.6563, 1.4680, -5.7494], [7.2253, 0.6080, -6.3902], [8.5185, 2.9725, -5.7061], [3.7183, 1.9915, -3.6888], [4.8275, 0.3179, -5.3029], [7.0437, 4.8167, -4.6885], [-0.1505, 0.1938, 0.1247], [-0.7464, 1.1217, 0.9384], [-0.3484, 2.5589, 0.8436], [-0.9352, 3.4807, 1.6010], [0.4887, 2.9677, -0.1326], [1.1624, 2.0458, -0.9861], [0.8695, 0.5226, -0.7806], [1.5379, -0.2869, -1.4448], [1.9712, 2.3648, -1.8522], [-1.4661, 0.8469, 1.9379], [-0.3333, -0.8487, 0.3514], [0.7466, 4.0017, -0.3431], [-5.0066, 0.1964, 4.5130], [-4.6718, -1.1015, 4.6736], [-5.5646, -1.9230, 5.3362], [-5.1740, -3.2255, 5.5894], [-3.9360, -3.7293, 5.1986], [-3.0277, -2.8651, 4.6049], [-3.4094, -1.5543, 4.3543], [-6.4880, -1.5261, 5.7345], [-5.8247, -3.9861, 6.0035], [-3.7387, -4.7849, 5.3199], [-2.1047, -3.1378, 4.1087], [-2.7266, -0.8887, 3.8419], [-3.3092, -7.1627, -1.1927], [-2.9430, -6.0564, -0.5194], [-3.0795, -6.0412, 0.8597], [-2.7177, -4.8831, 1.5222], [-2.3136, -3.7499, 0.8345], [-2.2370, -3.7730, -0.5468], [-2.5299, -4.9495, -1.2320], [-3.3651, -6.9384, 1.3899], [-2.6642, -4.9017, 2.6031], [-2.0226, -2.8653, 1.3886], [-1.9204, -2.8989, -1.1004], [-2.3758, -4.9975, -2.3011]],
  "atomic_forces_ev_per_a": [[-0.47, 0.76, 0.56], [1.87, 0.61, -1.50], [-0.25, -0.46, 0.58], [0.38, 0.10, 0.91], [-0.59, -1.52, -4.13], [0.02, -0.18, 1.65], [0.04, 0.62, 0.86], [2.52, -2.25, -3.25], [-0.60, 0.66, 0.50], [0.23, -1.47, 2.50], [1.73, -0.84, -2.62], [-2.25, 0.53, -0.73], [-0.84, 0.97, 0.56], [0.18, -0.65, -1.09], [0.74, -1.14, 0.08], [-2.11, 0.27, 1.89], [-1.84, 0.74, 0.99], [1.11, 0.41, 0.15], [0.34, -0.98, -0.39], [0.19, 0.16, -0.24], [0.35, -0.55, -0.50], [-1.64, 0.45, 1.67], [0.34, -0.25, 0.13], [0.15, 0.03, -0.32], [0.29, -0.77, 0.01], [1.06, 0.67, 0.82], [0.85, 1.26, -2.34], [0.06, 1.23, 2.28], [0.55, 0.49, -0.17], [-0.44, -0.73, 0.50], [-0.52, 0.74, -0.11], [0.22, 0.64, -0.75], [-0.22, -0.56, -0.14], [-1.21, 0.85, 1.57], [-0.09, -0.02, -0.21], [-0.16, 0.13, 0.31], [0.15, -0.10, -0.36], [0.06, -0.16, 1.12], [0.06, 0.00, 0.33], [0.17, -1.06, -0.29], [0.14, 0.40, -0.20], [-0.48, 0.31, -0.83], [0.11, 0.57, -0.52], [-0.13, -0.02, -0.27], [-0.38, 0.49, 0.28], [0.16, 0.02, 0.09], [0.19, -0.48, 0.60], [0.00, 0.06, 0.03], [0.20, -0.09, -0.01], [-0.57, 0.18, 0.08], [0.40, -0.07, -0.35], [0.27, -0.12, 0.39], [0.06, 0.15, 0.09], [0.03, -0.33, -0.02], [0.28, 0.29, -0.11], [-0.10, 0.00, -0.03], [-0.28, 0.12, 0.00], [-0.09, 0.03, -0.02], [0.03, -0.01, -0.02], [-0.24, -0.13, -0.04]],
  "energy_ha": -6102.51413,
  "largest_force_ha_per_bohr": 0.091,
  "gap_ev": 2.2,
  "e_homo_ev": -7.509,
  "multiplicity": 1
}

---

Question: Which of these has the highest multiplicity?
Answer: C3H8NO

---

Question: Look up the multiplicity of the second one.
Answer: 2

---

What did the first record say?
{
  "formula": "C4H9NOS",
  "method": "ωB97M-V with the def2-TZVPD basis set",
  "elements": ["C", "C", "C", "C", "N", "O", "S", "H", "H", "H", "H", "H", "H", "H", "H", "H"],
  "positions_angstrom": [[0.5500, -0.6061, 0.5768], [1.7152, -1.1594, -0.2817], [-1.5106, 0.3929, 0.4645], [-2.6516, 1.0578, -0.2590], [-0.4528, 0.1582, -0.1666], [3.3123, 0.7238, 0.5024], [2.9191, 0.0529, -0.7084], [0.1262, -1.4496, 1.1670], [1.0827, 0.0583, 1.1260], [2.0480, -2.0255, 0.2393], [1.3583, -1.5260, -1.1779], [-1.6691, -0.0399, 1.4726], [-2.0991, 1.6037, -1.1140], [-3.3918, 1.6542, 0.2967], [-3.2537, 0.2817, -0.7649], [1.9170, 0.8230, -1.3729]],
  "atomic_forces_ev_per_a": [[-0.57, -1.87, -2.03], [-1.82, 0.31, 1.13], [-1.27, -0.48, 0.24], [0.73, 0.39, -1.72], [0.93, -0.42, 0.10], [0.71, 1.45, 2.21], [-0.59, -0.61, -2.57], [0.14, 0.73, -0.19], [1.09, 2.07, 2.71], [1.25, -0.40, 0.48], [-0.87, -0.76, -2.27], [-0.03, 0.35, -0.22], [-1.36, -0.37, 1.33], [0.78, 0.04, 0.01], [0.27, 0.09, 0.23], [0.60, -0.50, 0.55]],
  "energy_ha": -685.90131,
  "largest_force_ha_per_bohr": 0.070,
  "gap_ev": 10.1,
  "de_lowest_kcal_mol": 73.8,
  "e_homo_ev": -9.183,
  "multiplicity": 1
}